[1]
Computed, not measured: a cluster of 5 separate species, C14H20Br2O12 in total in a non-equilibrium geometry, with ωB97M-V/def2-TZVPD.

Structure (XYZ):
```
48
Properties=species:S:1:pos:R:3:forces:R:3
O 5.486915 10.549525 8.256723 1.06 -0.26 -0.69
C 6.590766 10.862445 7.900496 -0.55 -0.41 0.10
O 7.195023 11.963933 8.362516 -0.33 0.24 0.42
C 8.502453 12.065984 7.872127 2.35 0.44 2.05
C 8.628387 10.947866 6.884092 0.55 -1.12 -1.45
O 7.410056 10.220845 7.010002 -1.14 -0.16 1.21
H 8.673496 13.089978 7.555137 -0.15 -0.07 -0.70
H 9.267071 11.940497 8.714198 -1.20 -0.12 -0.78
H 9.500283 10.249565 6.946683 -0.76 0.64 0.64
H 8.614788 11.249078 5.857098 0.24 0.70 -0.65
O 11.166870 10.354581 14.447794 -2.84 3.83 -0.35
C 10.388851 11.347870 14.243952 2.57 -5.37 1.51
O 10.490749 12.080229 13.188038 -0.70 2.41 -0.98
C 9.354834 13.034578 13.198619 0.40 -0.34 -0.66
C 8.813359 12.937813 14.605043 2.11 0.25 0.91
O 9.343482 11.643238 15.014191 -0.15 0.40 0.26
H 9.655006 14.025670 12.912191 0.70 0.35 0.13
H 8.701441 12.711747 12.401420 -0.49 -0.41 0.15
H 7.763039 12.960707 14.687268 -1.18 -0.32 0.04
H 9.249773 13.701761 15.323976 -0.41 -0.77 -1.00
O 5.923893 11.408775 14.952158 0.90 0.18 -0.49
C 6.073400 10.677621 14.021964 -1.87 -0.77 0.08
O 7.005355 10.725686 13.041346 -0.82 -0.64 -0.65
C 6.602031 9.753136 11.986579 0.00 -1.46 2.41
C 5.691709 8.796765 12.822192 -0.13 0.77 -1.62
O 5.147855 9.642975 13.820568 1.08 1.15 -0.25
H 6.082486 10.165386 11.160813 -0.58 1.14 -0.45
H 7.440651 9.200022 11.607297 0.77 0.19 0.08
H 6.226747 8.037746 13.355276 0.52 -0.70 -0.14
H 4.932310 8.375005 12.128082 0.21 0.20 0.89
O 9.818167 9.142915 10.254923 1.60 -1.74 2.13
C 10.358578 8.514414 11.180963 -1.40 1.70 -1.81
O 9.781811 8.393529 12.376943 -1.43 1.19 -0.01
C 10.535037 7.706653 13.345190 0.53 -2.07 -1.47
C 11.697538 7.227929 12.429840 -0.56 -1.05 -0.27
O 11.539050 7.892123 11.142099 -0.58 0.40 0.71
H 10.767773 8.283705 14.207846 0.27 0.80 0.25
H 9.975504 6.797510 13.643889 0.08 0.59 -0.03
H 11.464746 6.166169 12.197033 0.96 0.50 0.35
H 12.685664 7.460058 12.777122 0.40 -0.26 0.20
Br 10.835205 5.765300 6.809268 -0.17 -0.18 -0.13
C 10.377022 6.225035 8.661121 0.24 0.53 -0.51
C 9.173674 5.392188 9.100213 -0.39 2.35 -1.50
Br 8.774680 5.471600 10.920190 -0.02 0.14 1.94
H 10.207920 7.314054 8.570797 -0.11 -0.72 0.63
H 11.321244 6.025534 9.171717 -0.49 0.02 0.31
H 9.320685 4.389090 8.864642 0.09 -1.61 -0.54
H 8.243840 5.807022 8.659000 0.79 -0.55 -0.26
```
Forces are in eV/Å.

Output
orbital gap = 10.793 eV
SMILES string = O=C1OCCO1.O=C1OCCO1.O=C1OCCO1.O=C1OCCO1.BrCCBr
spin multiplicity = 1

[2]
Computed, not measured: a cluster of 2 separate species, C3H9NO3 in total in a non-equilibrium geometry, with ωB97M-V/def2-TZVPD.

Structure (XYZ):
```
16
Properties=species:S:1:pos:R:3:forces:R:3
O 1.814807 -0.226673 0.917015 2.35 0.12 5.45
C 1.207665 -0.181558 -0.134439 -1.72 -0.61 -3.07
C -0.342273 -0.086949 -0.112886 1.04 0.32 -2.24
N -1.093896 -0.906935 -1.150672 0.21 -0.05 0.87
C -2.255897 -0.264806 -1.696715 1.01 0.02 0.92
O -3.174636 0.282798 -0.725933 -0.41 -1.97 0.87
H 1.817740 -0.560939 -0.952248 -0.83 -0.27 -1.45
H -0.680462 -0.364125 0.916276 0.13 1.06 -0.58
H -0.379492 0.964650 -0.536869 -1.32 -0.85 1.34
H -1.296397 -1.843435 -0.773530 0.08 0.54 -0.35
H -2.768411 -0.984867 -2.292202 -0.53 -0.59 -0.71
H -1.911533 0.549891 -2.320435 -0.18 0.43 0.00
H -3.363400 -0.529994 -0.152981 0.23 1.90 -0.92
H 3.549268 1.886247 3.037713 0.66 -0.10 -0.29
H 4.391425 0.657133 2.997801 0.05 -0.39 -0.25
O 4.485496 1.609561 2.980100 -0.77 0.45 0.40
```
Forces are in eV/Å.

Output
orbital gap (alpha / beta) = 2.790 / 6.550 eV
energy above the lowest of the compared OMol25 structures with the same formula, charge and spin = 37.0 kcal per mole
charge = -1
⟨S²⟩ = 0.75
spin multiplicity = 2

[3]
Computed, not measured: a structure of composition C12H24N3O7Pb, with ωB97M-V/def2-TZVPD.

Structure (XYZ):
```
47
Properties=species:S:1:pos:R:3:forces:R:3
Pb 0.199679 1.355328 1.560109 0.03 -0.01 0.01
O 1.086370 -0.660952 1.648402 -0.03 0.02 0.06
C 0.270034 -1.670895 2.147767 0.02 -0.03 0.03
C -0.291812 -1.274670 3.503311 0.05 0.04 -0.02
N -1.154692 -0.088923 3.422428 -0.05 -0.01 -0.06
C -1.199594 0.621719 4.703688 0.08 0.02 0.02
C -0.326559 1.890819 4.807776 0.03 0.03 -0.07
O -0.332606 2.449280 5.902177 0.03 -0.02 -0.02
O 0.305427 2.254090 3.760272 -0.03 -0.08 0.11
C -2.470208 -0.413771 2.868677 0.02 -0.03 0.00
C -2.678374 -0.116063 1.376367 0.05 0.00 -0.03
O -3.611909 -0.676692 0.812315 -0.01 0.00 0.01
O -1.896552 0.751959 0.848884 -0.06 -0.01 -0.02
H 2.331155 -1.107929 0.533347 0.00 0.04 -0.03
H 0.846016 -2.598559 2.288172 0.00 0.00 -0.02
H -0.553628 -1.916367 1.455547 -0.01 0.01 0.00
H 0.558834 -1.021671 4.138850 0.00 0.00 0.01
H -0.838298 -2.112076 3.964976 0.00 0.00 0.01
H -0.883018 -0.031600 5.521778 -0.05 -0.02 0.02
H -2.217734 0.930764 4.937686 -0.01 0.04 -0.06
H -3.230266 0.184008 3.374034 -0.01 0.00 0.01
H -2.728160 -1.464963 3.033051 0.00 0.00 0.01
C 2.319682 -2.387474 -0.923424 0.03 0.03 0.01
O 2.972352 -1.400345 -0.160775 -0.03 -0.05 0.07
H 2.816065 -2.462613 -1.895272 -0.01 -0.01 0.00
H 1.268676 -2.135143 -1.090946 -0.03 0.00 -0.01
H 2.368263 -3.375592 -0.445706 -0.01 0.01 -0.01
C 2.676516 1.326516 -2.211424 0.00 0.00 -0.03
N 1.451971 1.228866 -2.989177 -0.02 0.00 -0.04
C 1.229784 2.338354 -3.896730 0.02 -0.02 0.00
C 0.383168 0.635209 -2.333246 0.04 -0.14 0.03
O 0.449182 0.344973 -1.148828 -0.10 0.07 -0.05
N -0.732107 0.365990 -3.095094 0.00 0.05 0.00
C -0.614928 -0.089605 -4.466316 -0.01 0.04 0.02
C -1.898988 -0.146029 -2.387932 0.03 0.00 0.01
H 3.517507 1.433417 -2.899667 0.00 0.01 0.00
H 2.806867 0.429236 -1.609264 0.03 0.04 0.02
H 2.659993 2.196180 -1.543349 0.00 -0.01 0.02
H 1.442991 3.289710 -3.394501 0.00 0.00 0.00
H 0.197198 2.360341 -4.231323 -0.03 -0.01 -0.01
H 1.882578 2.264001 -4.770993 0.00 0.00 0.00
H 0.393074 0.063637 -4.840327 0.01 0.01 0.00
H -1.320274 0.436593 -5.116026 0.00 0.00 -0.01
H -0.840068 -1.160632 -4.522407 0.00 0.00 -0.01
H -1.977305 0.299634 -1.400198 0.01 -0.02 0.02
H -1.843950 -1.234544 -2.271046 -0.01 0.02 0.02
H -2.792341 0.096484 -2.965639 0.00 0.00 -0.01
```
Forces are in eV/Å.

Output
orbital gap = 8.150 eV
charge = -1
spin multiplicity = 1

[4]
Computed, not measured: the molecule C5H10O3 in a non-equilibrium geometry, with ωB97M-V/def2-TZVPD.

Structure (XYZ):
```
18
Properties=species:S:1:pos:R:3:forces:R:3
O -0.538238 -0.165698 -2.330697 -2.48 -1.77 -1.27
C -0.706613 -1.309320 -1.516986 0.16 -1.61 1.24
C -0.212838 -0.751927 -0.114052 -0.26 0.12 -3.16
O 1.117315 -0.269554 -0.384749 0.25 -0.02 1.79
C 1.483271 0.748797 0.623416 1.11 -2.76 2.54
C 0.588104 0.766075 1.949096 2.11 2.27 -1.07
C -0.872370 0.638237 1.549011 -0.63 -0.42 2.05
O -0.975741 0.390705 0.147531 -0.72 -0.88 1.98
H 0.292381 0.081438 -1.989291 1.99 1.36 0.12
H -1.833673 -1.867769 -1.487963 3.19 2.06 -0.21
H 0.119466 -2.109481 -1.755729 -1.73 1.01 0.08
H -0.170716 -1.576627 0.577175 -0.34 0.13 1.11
H 1.384300 1.674583 0.118063 0.59 0.96 -0.23
H 2.519170 0.453655 1.180052 -1.85 1.07 -2.41
H 0.957006 -0.072033 2.614555 -0.51 1.38 -0.43
H 0.887947 1.917932 2.300437 -0.86 -3.28 -0.12
H -1.233795 -0.263804 2.191322 -0.19 1.45 -1.30
H -1.426093 1.567310 1.851799 0.18 -1.05 -0.71
```
Forces are in eV/Å.

Output
orbital gap = 10.465 eV
energy above the lowest of the compared OMol25 structures with the same formula, charge and spin = 88.4 kcal per mole
SMILES string = OCC1OCCCO1
spin multiplicity = 1

[5]
Computed, not measured: a structure of composition C4H8N3 in a non-equilibrium geometry, with ωB97M-V/def2-TZVPD.

Structure (XYZ):
```
15
Properties=species:S:1:pos:R:3:forces:R:3
C 1.338686 -0.138219 -0.689681 0.92 -0.30 0.03
C 0.467890 -1.117713 -0.281668 -0.70 0.81 0.39
C -0.258695 1.250469 0.234347 -1.86 -5.18 -0.51
C -1.576593 -1.448192 0.974815 2.92 -0.25 0.16
N 0.892734 1.129555 -0.375505 -0.12 -0.61 -0.03
N -0.721053 -0.670313 0.070338 1.07 4.73 0.37
N 1.717842 2.193238 -0.531769 2.30 0.86 -0.72
H 2.317193 -0.243918 -1.148748 -0.30 0.05 0.27
H 0.616896 -2.151491 -0.018601 0.68 -0.35 -0.79
H -1.074552 1.984489 0.266631 0.80 -0.16 -0.13
H -2.422098 -0.897228 1.151700 -2.63 0.70 -0.20
H -1.654774 -2.447258 0.477905 -0.39 0.78 0.94
H -1.067834 -1.387391 1.958178 -0.21 -1.03 -0.42
H 1.244498 3.032236 -0.802618 -0.21 0.31 -0.18
H 2.677168 2.073940 -0.988535 -2.27 -0.37 0.81
```
Forces are in eV/Å.

Output
orbital gap = 8.902 eV
energy above the lowest of the compared OMol25 structures with the same formula, charge and spin = 141.8 kcal per mole
charge = +1
spin multiplicity = 1

[6]
Computed, not measured: the molecule C5H7OP in a non-equilibrium geometry, with ωB97M-V/def2-TZVPD.

Structure (XYZ):
```
14
Properties=species:S:1:pos:R:3:forces:R:3
C 1.976280 -0.461563 0.440899 -0.36 0.36 2.41
C 0.582455 -0.091342 0.054831 -0.12 -1.07 0.26
C -0.368974 -0.959031 0.380747 -1.71 0.07 -0.01
P -2.031592 -0.163528 -0.144839 4.69 -1.48 -2.42
O -3.180004 -0.072870 0.697520 -2.65 0.37 2.01
C -1.167639 1.399427 -0.705920 0.32 -2.37 0.56
C 0.145192 1.184468 -0.551274 -0.11 -0.29 1.17
H 2.529532 0.318446 0.987630 -0.26 0.00 -0.34
H 2.604130 -0.885037 -0.253386 1.37 -0.35 -2.42
H 1.909458 -1.310238 1.141044 -0.17 0.47 0.11
H -0.102283 -1.982025 0.760989 -0.83 1.20 -0.28
H -2.159525 -1.067805 -1.271122 -0.28 0.88 0.15
H -1.718049 2.255558 -0.988274 -0.14 0.83 -0.32
H 0.981013 1.835545 -0.548851 0.24 1.39 -0.86
```
Forces are in eV/Å.

Output
orbital gap = 9.385 eV
energy above the lowest of the compared OMol25 structures with the same formula, charge and spin = 16.0 kcal per mole
SMILES string = CC1=C[P@@H](=O)C=C1
spin multiplicity = 1